{
  "formula": "C75H165N7O19S4",
  "method": "ωB97M-V with the def2-TZVPD basis set",
  "elements": ["O", "S", "O", "O", "C", "C", "C", "H", "H", "H", "H", "H", "H", "H", "H", "O", "S", "O", "O", "C", "C", "C", "H", "H", "H", "H", "H", "H", "H", "H", "O", "S", "O", "O", "C", "C", "C", "H", "H", "H", "H", "H", "H", "H", "H", "O", "S", "O", "O", "C", "C", "C", "H", "H", "H", "H", "H", "H", "H", "H", "C", "C", "C", "C", "C", "C", "N", "O", "C", "C", "C", "H", "H", "H", "H", "H", "H", "H", "H", "H", "H", "H", "H", "H", "H", "H", "H", "H", "H", "H", "C", "C", "C", "C", "C", "C", "N", "O", "C", "C", "C", "H", "H", "H", "H", "H", "H", "H", "H", "H", "H", "H", "H", "H", "H", "H", "H", "H", "H", "H", "C", "C", "C", "C", "C", "C", "N", "O", "C", "C", "C", "H", "H", "H", "H", "H", "H", "H", "H", "H", "H", "H", "H", "H", "H", "H", "H", "H", "H", "H", "C", "C", "C", "C", "C", "C", "N", "O", "C", "C", "C", "H", "H", "H", "H", "H", "H", "H", "H", "H", "H", "H", "H", "H", "H", "H", "H", "H", "H", "H", "C", "C", "C", "C", "C", "C", "N", "O", "C", "C", "C", "H", "H", "H", "H", "H", "H", "H", "H", "H", "H", "H", "H", "H", "H", "H", "H", "H", "H", "H", "C", "C", "C", "C", "C", "C", "N", "O", "C", "C", "C", "H", "H", "H", "H", "H", "H", "H", "H", "H", "H", "H", "H", "H", "H", "H", "H", "H", "H", "H", "C", "C", "C", "C", "C", "C", "N", "O", "C", "C", "C", "H", "H", "H", "H", "H", "H", "H", "H", "H", "H", "H", "H", "H", "H", "H", "H", "H", "H", "H"],
  "xyz": [[5.56768, 25.71270, 21.71073], [5.69838, 24.65629, 22.74185], [5.12225, 24.95520, 24.03772], [5.22102, 23.34837, 22.07040], [4.42910, 22.31875, 22.71911], [3.15983, 22.09505, 21.92505], [7.36534, 24.23549, 23.09174], [4.27910, 22.57713, 23.75614], [5.02848, 21.47952, 22.63708], [3.33304, 22.08150, 20.79986], [2.39414, 22.81906, 22.10850], [2.71139, 21.10488, 22.12114], [7.79780, 25.18729, 23.38086], [7.78979, 23.72064, 22.22922], [7.30925, 23.46928, 23.92624], [10.91024, 25.66675, 21.52353], [11.37084, 24.32572, 21.22027], [10.45052, 23.20898, 21.17870], [12.27568, 24.48648, 19.95250], [12.73470, 23.17619, 19.42369], [13.67312, 23.44294, 18.34511], [12.64658, 23.87190, 22.56063], [11.85587, 22.62335, 19.08500], [13.27954, 22.60579, 20.19653], [13.09330, 23.95330, 17.55274], [14.03217, 22.51816, 17.89408], [14.53326, 24.06036, 18.65877], [12.15127, 24.13908, 23.50965], [13.52517, 24.48600, 22.47608], [13.05601, 22.86512, 22.57575], [10.12354, 23.01543, 17.08891], [9.45383, 21.81225, 17.46196], [10.11984, 21.01764, 18.44483], [8.03350, 22.22266, 17.96693], [7.74584, 22.20450, 19.37748], [6.97406, 20.96265, 19.67104], [9.07394, 20.88795, 16.11371], [7.24095, 23.15421, 19.46642], [8.69245, 22.17030, 19.91641], [6.67454, 21.03116, 20.72207], [7.63217, 20.07638, 19.72295], [6.15598, 20.80293, 19.02364], [8.27392, 20.19932, 16.45130], [9.95108, 20.37446, 15.67336], [8.70958, 21.51997, 15.30105], [8.74665, 24.94996, 19.19356], [8.30139, 25.93142, 18.26911], [7.48132, 25.56323, 17.16347], [7.57452, 27.09521, 18.99928], [8.27045, 27.59324, 20.21998], [7.48413, 28.64729, 20.98738], [9.79180, 26.64053, 17.62011], [9.09956, 28.16985, 19.79027], [8.57005, 26.64620, 20.79317], [6.42305, 28.37358, 21.23771], [7.35272, 29.56521, 20.43118], [8.01233, 28.79714, 21.94551], [10.19654, 26.00826, 16.81327], [10.42808, 26.76932, 18.46902], [9.56778, 27.66503, 17.20532], [15.05123, 25.20429, 13.57078], [14.99997, 23.73057, 13.11464], [16.21476, 22.94669, 13.52107], [16.04461, 21.40803, 13.39830], [14.79643, 20.93611, 14.14431], [13.55094, 21.63751, 13.72547], [13.82799, 23.13623, 13.88109], [12.64737, 23.86486, 13.56554], [12.99603, 21.13313, 12.38504], [12.47567, 21.39843, 14.81785], [14.81948, 23.77583, 11.56043], [14.30661, 25.70605, 12.98190], [16.01672, 25.64365, 13.30085], [14.80963, 25.26006, 14.62664], [17.04438, 23.24256, 12.86203], [16.64369, 23.21737, 14.50791], [16.93707, 20.85952, 13.80141], [15.95340, 21.14150, 12.31014], [14.87600, 20.98820, 15.22855], [14.68396, 19.85807, 13.97047], [12.29308, 21.80083, 11.89273], [13.86013, 20.96029, 11.72825], [12.45577, 20.18203, 12.59910], [12.57779, 20.29639, 15.09152], [12.56918, 22.07334, 15.71515], [11.44098, 21.50753, 14.45124], [15.64615, 24.43400, 11.14574], [13.86035, 24.28152, 11.28158], [14.91219, 22.85590, 11.02384], [12.21820, 24.08988, 14.40465], [12.06873, 16.52712, 16.37449], [11.50916, 16.96966, 17.73852], [11.62559, 15.81144, 18.77550], [13.10281, 15.75728, 19.27618], [13.65113, 17.12974, 19.70446], [13.58401, 18.18785, 18.59861], [12.17042, 18.17275, 18.22327], [11.99456, 19.23047, 17.26696], [13.89868, 19.53262, 19.10112], [14.64829, 17.89071, 17.48972], [10.02335, 17.37931, 17.64169], [12.66422, 17.33766, 15.93854], [11.25853, 16.28396, 15.70551], [12.69297, 15.65143, 16.42672], [10.98797, 16.18624, 19.58989], [11.29138, 14.94691, 18.25696], [13.68163, 15.39779, 18.39714], [13.33468, 14.94882, 19.98658], [14.71532, 16.95524, 19.94221], [13.13652, 17.37975, 20.64533], [13.78790, 20.22629, 18.30164], [13.15959, 19.81537, 19.86705], [14.95606, 19.59402, 19.45419], [14.56212, 16.91959, 17.02221], [14.65117, 18.63714, 16.66056], [15.61282, 18.06222, 18.02561], [9.78705, 18.13403, 18.39841], [9.43756, 16.56834, 17.91668], [9.74520, 17.70099, 16.66288], [11.32582, 19.83748, 17.65669], [7.00125, 19.44757, 8.48498], [7.67950, 18.49858, 9.41952], [9.06237, 18.09315, 8.81160], [9.98489, 17.38789, 9.76456], [10.35680, 18.29836, 10.90285], [9.05511, 18.67446, 11.62675], [8.04249, 19.25503, 10.64248], [6.79707, 19.66955, 11.31893], [8.45178, 17.53468, 12.47674], [9.47278, 19.82128, 12.58716], [6.83006, 17.28933, 9.56941], [5.93339, 19.64852, 8.84351], [6.95507, 18.93742, 7.43646], [7.45979, 20.41292, 8.36137], [8.80443, 17.66326, 7.83026], [9.57639, 19.02788, 8.47099], [10.90757, 17.11736, 9.18634], [9.54420, 16.42977, 10.19560], [10.84093, 19.21602, 10.49835], [11.02470, 17.76515, 11.55561], [8.15085, 16.69748, 11.89079], [9.17923, 17.06646, 13.23347], [7.59564, 17.84322, 13.08763], [9.85651, 20.58906, 11.91752], [8.68251, 20.19066, 13.23089], [10.22513, 19.52242, 13.27434], [5.89206, 17.39130, 10.08799], [7.36951, 16.48809, 10.07231], [6.57320, 16.97518, 8.56457], [7.00218, 20.60906, 11.54637], [13.11484, 18.73389, 25.10240], [11.67659, 18.17874, 25.03490], [10.76290, 19.02813, 25.85546], [10.42300, 20.41115, 25.19095], [9.76119, 20.13301, 23.82986], [10.69703, 19.28223, 22.86293], [11.12364, 18.12517, 23.63418], [11.87812, 17.33521, 22.79810], [9.92817, 18.97969, 21.63548], [11.91909, 20.09556, 22.46552], [11.63565, 16.72278, 25.51420], [13.32668, 19.82424, 25.05106], [13.52538, 18.32129, 24.15211], [13.74371, 18.35654, 25.93062], [9.83843, 18.50554, 26.08159], [11.24934, 19.28777, 26.81047], [11.31642, 21.00369, 25.05986], [9.79201, 21.01525, 25.84410], [9.71108, 21.11991, 23.32170], [8.80074, 19.67639, 23.90168], [8.96546, 18.52141, 21.90379], [9.63648, 19.93155, 21.18670], [10.47565, 18.41531, 20.88653], [11.86683, 20.50701, 21.46293], [12.24734, 20.89234, 23.14408], [12.67786, 19.37754, 22.32251], [12.12535, 16.10781, 24.77031], [10.56100, 16.47566, 25.69457], [12.09581, 16.62260, 26.51308], [11.35314, 16.76145, 22.22315], [2.00134, 24.26224, 14.47787], [2.23282, 24.27722, 16.06664], [3.30254, 23.19890, 16.34659], [3.80441, 23.23388, 17.83237], [4.26457, 24.64211, 18.16650], [3.25619, 25.75891, 17.90465], [2.74920, 25.52356, 16.51695], [1.81575, 26.55871, 16.17696], [2.13538, 25.75431, 18.98496], [4.08520, 27.02427, 17.90617], [0.88206, 23.95882, 16.76640], [1.79843, 23.25163, 14.33162], [2.88970, 24.59239, 13.95147], [1.12702, 24.79482, 14.07030], [2.88580, 22.19458, 16.17174], [4.19758, 23.26447, 15.67312], [4.65621, 22.51393, 17.96970], [3.03489, 22.96169, 18.53509], [5.13480, 24.83778, 17.54900], [4.64524, 24.78926, 19.21614], [2.61123, 26.12941, 19.91279], [1.22511, 26.26829, 18.69707], [1.77235, 24.78638, 19.25054], [4.85397, 26.94299, 17.12029], [3.58162, 27.97421, 17.83141], [4.60814, 26.98490, 18.91793], [0.27688, 23.24424, 16.17822], [0.28131, 24.87418, 16.76601], [1.07618, 23.60906, 17.73287], [2.31117, 27.13806, 15.56156], [9.15245, 24.11395, 13.61413], [7.63630, 24.14784, 13.37843], [7.16082, 25.65078, 13.21803], [5.67687, 25.77906, 12.72584], [5.72282, 25.09206, 11.35436], [6.10257, 23.63948, 11.36200], [7.43515, 23.52164, 11.99900], [7.77504, 22.07667, 12.12596], [5.08753, 22.65234, 12.04543], [6.27383, 23.07331, 10.00730], [6.80885, 23.48114, 14.46665], [9.48407, 24.67747, 14.50672], [9.81276, 24.43021, 12.81211], [9.51874, 23.03145, 13.75816], [7.21323, 26.07490, 14.18191], [7.88907, 26.15702, 12.55483], [5.38290, 26.81661, 12.64306], [5.00119, 25.40781, 13.47619], [6.44401, 25.70568, 10.69720], [4.72387, 25.20695, 10.93163], [5.56262, 21.70729, 12.40014], [4.61035, 23.14884, 12.88531], [4.34712, 22.30022, 11.33564], [5.36828, 23.11650, 9.36525], [7.15901, 23.53818, 9.45358], [6.63578, 22.06616, 10.23856], [5.74951, 23.60184, 14.30417], [7.04620, 23.90673, 15.41632], [6.89860, 22.41692, 14.33052], [8.47870, 22.01662, 11.45276], [2.73850, 17.13097, 16.65443], [3.20414, 18.56332, 16.74307], [4.70587, 18.56082, 16.54008], [5.13325, 18.33893, 15.06172], [4.34094, 19.29947, 14.15440], [2.80804, 19.30411, 14.30571], [2.60814, 19.60934, 15.81490], [1.20160, 19.71657, 16.06223], [2.30973, 20.50759, 13.50527], [2.10727, 18.06550, 13.74339], [2.79896, 19.01051, 18.21012], [3.04285, 16.58477, 15.73740], [1.63284, 17.14023, 16.61379], [3.22110, 16.59127, 17.49649], [5.16804, 19.56643, 16.92380], [5.27892, 17.76194, 17.09229], [4.95917, 17.29158, 14.76845], [6.18203, 18.47023, 14.94133], [4.65327, 19.21848, 13.06435], [4.74484, 20.28601, 14.47323], [1.24037, 20.46600, 13.63630], [2.60929, 21.48132, 13.90529], [2.63604, 20.49329, 12.46301], [2.64982, 17.11451, 13.85340], [1.19260, 18.01736, 14.31516], [1.87199, 18.26137, 12.65282], [3.51842, 19.76231, 18.58277], [2.79104, 18.14273, 18.86195], [1.78694, 19.37307, 18.21594], [1.10797, 20.61611, 16.41811]],
  "forces_ev_per_angstrom": [[0.6, -2.3, 1.8], [-0.2, 3.6, -0.5], [-0.3, -0.9, -0.9], [-0.8, -0.5, -0.4], [-1.0, 1.1, -0.6], [-0.1, -0.8, -1.5], [-0.4, -1.2, 0.4], [-0.2, 0.2, 0.3], [1.2, -1.8, 0.1], [0.2, 0.2, 1.4], [-0.3, 0.6, 0.2], [0.3, 0.3, 0.3], [0.6, -0.2, 0.0], [0.3, 0.6, -0.1], [0.2, 1.2, -0.7], [0.2, -1.3, -0.3], [0.7, 0.1, 2.8], [0.6, 0.9, -0.5], [-0.2, -1.2, -0.2], [-0.3, -0.6, 1.1], [0.4, 1.1, -1.9], [-0.9, 0.7, -0.3], [0.1, 0.1, 0.2], [-0.6, 0.3, 0.2], [0.6, 0.0, 0.1], [0.1, -0.1, 0.2], [-0.4, -0.3, -0.2], [0.1, -0.3, -0.4], [0.1, 0.8, -0.3], [-0.8, -0.3, -0.3], [0.5, 0.3, -0.6], [0.3, 2.5, 1.0], [0.3, -1.0, 0.8], [0.3, -0.5, -1.1], [0.4, -0.3, -0.2], [1.1, -0.5, 1.9], [-0.9, -1.6, -2.0], [-0.3, 0.0, 0.7], [-0.2, 0.5, 0.2], [-0.6, 0.1, -0.1], [-0.1, 0.3, -0.6], [-1.0, -0.2, -0.6], [0.6, 0.1, -0.5], [-0.3, 0.1, 0.8], [-0.3, 0.2, 0.3], [-0.2, -0.6, 0.9], [0.9, -0.1, -1.5], [-0.6, 0.0, -0.1], [-0.3, 0.6, 0.8], [0.2, -0.6, -0.1], [-1.6, -1.0, 0.5], [-0.8, 1.5, -0.9], [0.4, -0.7, 0.5], [-0.3, 1.8, -0.6], [1.1, -0.3, -0.1], [0.5, 0.3, -0.1], [-0.2, 0.2, -0.5], [-0.2, 0.0, 0.7], [0.8, -0.2, 0.3], [0.1, -1.1, 0.3], [0.4, -0.9, -0.6], [-1.8, 0.3, -0.1], [1.7, -0.8, 0.0], [0.3, 0.1, -0.1], [0.9, -1.0, -0.2], [-1.8, 2.2, 0.9], [0.8, -0.7, -0.6], [-0.2, 0.0, -0.5], [0.6, -0.4, 0.2], [-0.2, -1.3, 0.4], [0.4, 1.8, 0.1], [-0.4, 0.5, 0.1], [0.0, -0.1, 0.4], [0.2, 0.2, 0.1], [-0.2, 0.0, -0.1], [-0.9, -0.1, -0.1], [-0.7, 0.6, -0.4], [0.1, 0.2, 0.9], [0.4, 0.4, 0.2], [-0.2, 0.0, -0.2], [0.0, 0.2, 0.2], [-0.5, -0.2, -0.2], [0.5, 0.5, -0.4], [-0.3, 1.4, 0.2], [0.2, -0.9, -0.8], [0.4, 0.2, -0.1], [-0.9, -0.6, 0.5], [0.7, -0.6, 0.3], [-0.1, -0.8, -0.1], [0.4, -0.2, -0.1], [-0.1, 0.5, -0.1], [-0.1, 0.0, -0.5], [1.5, 2.9, 0.9], [0.0, -0.8, -1.7], [0.7, -1.3, 0.4], [-0.4, -1.9, -0.7], [0.2, 1.3, 0.5], [-0.6, -0.2, -0.2], [0.6, 1.1, 1.5], [0.3, 1.0, 0.3], [1.1, 0.7, 0.5], [-0.3, -0.2, -0.1], [-0.3, -0.1, -0.4], [0.4, -0.4, 0.2], [-0.2, -0.8, 0.1], [-0.4, -1.0, 0.1], [-0.1, 0.3, 0.3], [-0.5, 0.5, 0.3], [-0.3, 0.2, 0.1], [0.2, 0.6, -0.4], [0.0, 0.7, -0.6], [0.5, 0.0, 0.0], [-0.9, 0.0, 0.1], [0.3, -0.3, 0.2], [-0.4, -0.3, 0.6], [-0.4, -0.6, -0.7], [0.2, 0.2, -0.2], [-1.3, -1.8, 0.2], [-0.2, 0.4, -0.7], [0.5, -0.5, 0.1], [-2.3, -0.4, -1.8], [2.0, 1.0, 0.7], [-0.9, 1.6, -1.0], [0.8, -1.9, -0.9], [-1.2, 0.3, -0.9], [-0.8, 0.7, 1.5], [0.1, 0.4, 0.8], [1.4, -0.4, -0.2], [1.2, -0.5, 1.4], [-1.0, -0.2, -1.0], [-0.1, -1.3, 0.2], [1.3, -0.3, -0.6], [-0.1, 1.0, 1.7], [0.5, 0.3, 0.1], [0.4, -0.8, 0.5], [-0.3, -0.4, 0.5], [-0.7, -0.1, 0.6], [0.5, 1.0, -0.7], [-0.2, -0.5, 0.4], [0.3, 0.1, 0.6], [-0.4, -0.5, -0.5], [-0.6, 1.0, -1.0], [0.1, 0.3, -0.4], [0.1, 0.4, 0.4], [-0.4, 0.1, -0.3], [1.1, -0.6, 0.3], [-0.3, 0.6, 0.4], [-0.1, -0.2, -0.2], [0.0, -0.4, -0.2], [-0.2, -0.7, -0.1], [1.3, -0.5, -1.4], [0.3, 0.2, -0.8], [-0.5, 2.1, 0.7], [-0.4, -1.8, -0.2], [2.2, 1.3, -0.9], [0.2, 2.3, 2.7], [-2.3, -0.5, 0.5], [2.2, -0.9, -0.6], [-1.5, -0.3, -0.3], [0.2, 0.8, -0.6], [-0.8, 0.6, 1.0], [-0.9, -0.5, 0.1], [0.5, 0.3, 0.7], [-0.6, -0.1, -0.3], [-0.2, -0.1, 0.0], [-0.1, -0.5, -0.1], [0.4, 0.0, -0.1], [-0.2, -0.2, 0.0], [-0.6, -0.5, 0.1], [-0.8, -0.3, 0.2], [0.3, -0.4, -0.2], [0.2, 0.1, -0.1], [0.0, -0.1, -0.1], [-0.6, 0.5, -0.1], [-0.2, -0.4, 0.0], [1.4, -0.7, 0.2], [-0.1, -0.4, 0.2], [0.8, -0.2, -0.6], [0.2, 0.0, -0.5], [-0.6, 0.2, 0.7], [-0.1, 1.5, 1.8], [-0.8, -0.8, -1.2], [0.4, -0.6, 0.9], [0.6, 0.1, -0.7], [0.9, 0.0, 0.8], [-1.2, -1.1, -0.8], [1.1, 1.9, -0.2], [0.4, 0.4, -0.3], [1.1, 0.5, 0.3], [1.2, -0.3, 1.4], [-0.2, 0.3, -2.3], [-0.1, -1.8, -0.8], [0.2, -0.1, -0.1], [0.3, 0.2, 0.6], [0.0, 0.3, -0.1], [-0.8, 0.3, 0.5], [-0.7, 0.5, -0.2], [-0.6, -0.5, 0.1], [0.2, 0.2, -0.2], [-0.5, -0.5, -0.7], [-0.6, 0.2, -0.4], [0.2, 0.7, 0.0], [0.1, -1.0, 0.0], [-0.2, 0.1, 0.3], [-0.5, 0.2, -0.1], [-0.4, 0.4, -1.2], [0.4, -0.1, 0.3], [0.2, -0.1, 0.3], [-0.1, -0.6, 1.4], [-0.3, -0.6, 0.5], [0.9, -1.9, 1.1], [-0.5, 1.1, -1.9], [-0.3, -1.0, -0.5], [2.5, -0.3, -0.5], [-0.7, 1.7, -0.3], [-0.1, -1.4, 1.4], [0.7, -0.1, 1.1], [0.3, 1.7, -0.5], [0.2, 0.3, 0.3], [1.7, 0.0, -2.1], [0.0, -0.1, -1.1], [-0.5, -0.3, -0.2], [-0.6, 0.4, -0.5], [-0.7, 1.4, 0.1], [0.4, 0.6, 1.3], [-0.6, -0.1, 0.2], [0.2, 0.4, -0.3], [-0.3, -0.8, 0.1], [-1.0, -1.1, 0.9], [0.0, -0.3, -0.5], [-0.2, 1.0, -0.1], [-0.4, -0.3, 0.0], [-0.3, 0.3, -0.1], [0.6, -0.3, 0.5], [-1.2, -0.2, 0.6], [-0.7, -0.2, -1.0], [-0.2, 0.6, 0.0], [0.4, -0.2, 0.9], [0.5, -0.6, 0.7], [-0.2, -0.1, 0.5], [-0.6, -0.9, -1.2], [-0.4, 0.8, 1.2], [2.6, 1.2, 0.1], [-2.0, -0.3, 0.0], [1.5, 0.4, -0.5], [1.8, 0.9, 0.7], [0.4, -1.2, -1.1], [0.1, 0.1, -0.1], [-0.3, 0.3, 0.8], [0.0, 0.3, -0.6], [1.2, 0.0, -0.9], [0.0, 0.5, 0.5], [0.4, -0.5, 0.6], [-0.9, 0.2, -0.4], [-0.9, -1.5, -0.8], [-1.1, 0.7, 0.1], [-0.1, 0.1, 0.2], [0.9, 0.4, 0.0], [-0.5, -0.2, 1.2], [-0.6, -0.1, -0.3], [-0.6, 0.2, -0.6], [0.3, -0.4, 0.2], [-0.3, -0.3, 0.1], [-0.1, 0.5, -0.1], [-0.6, -0.4, -0.2], [0.2, -0.4, 1.2], [-0.5, -0.2, -0.1], [0.3, 0.0, 0.2], [-0.3, 0.4, 0.0], [0.0, -0.3, -0.2]],
  "de_lowest_ev": 0.000,
  "e_lumo_ev": 0.29,
  "homo_lumo_gap_ev": 8.294,
  "total_charge": 0
}